(1)
{"formula": "C52H67F40N3O17S4", "method": "ωB97M-V with the def2-TZVPD basis set", "elements": ["O", "S", "O", "O", "C", "C", "C", "H", "H", "H", "H", "H", "H", "H", "H", "O", "S", "O", "O", "C", "C", "C", "H", "H", "H", "H", "H", "H", "H", "H", "O", "S", "O", "O", "C", "C", "C", "H", "H", "H", "H", "H", "H", "H", "H", "O", "S", "O", "O", "C", "C", "C", "H", "H", "H", "H", "H", "H", "H", "H", "N", "C", "C", "C", "C", "C", "H", "H", "H", "H", "H", "N", "C", "C", "C", "C", "C", "H", "H", "H", "H", "H", "N", "C", "C", "C", "C", "C", "H", "H", "H", "H", "H", "C", "C", "C", "F", "F", "F", "F", "O", "C", "C", "F", "F", "F", "F", "H", "H", "H", "H", "C", "C", "C", "F", "F", "F", "F", "O", "C", "C", "F", "F", "F", "F", "H", "H", "H", "H", "C", "C", "C", "F", "F", "F", "F", "O", "C", "C", "F", "F", "F", "F", "H", "H", "H", "H", "C", "C", "C", "F", "F", "F", "F", "O", "C", "C", "F", "F", "F", "F", "H", "H", "H", "H", "C", "C", "C", "F", "F", "F", "F", "O", "C", "C", "F", "F", "F", "F", "H", "H", "H", "H"], "xyz": [[-2.256, 8.200, -4.396], [-2.934, 7.019, -4.873], [-2.682, 6.549, -6.209], [-2.653, 5.799, -3.745], [-3.183, 4.495, -4.076], [-2.239, 3.524, -3.340], [-4.768, 7.223, -4.713], [-3.217, 4.213, -5.129], [-4.222, 4.449, -3.751], [-1.284, 3.380, -3.846], [-2.696, 2.536, -3.289], [-2.239, 3.936, -2.331], [-5.154, 6.261, -5.052], [-5.085, 8.050, -5.348], [-4.890, 7.457, -3.655], [-1.709, 3.611, 0.712], [-1.829, 3.605, 2.178], [-0.977, 2.724, 2.977], [-1.697, 5.177, 2.727], [-1.289, 5.447, 4.063], [-1.692, 6.895, 4.438], [-3.643, 3.338, 2.616], [-0.211, 5.382, 4.217], [-1.731, 4.770, 4.795], [-2.761, 7.088, 4.353], [-1.263, 7.667, 3.798], [-1.367, 6.973, 5.476], [-4.132, 4.305, 2.502], [-3.654, 3.021, 3.659], [-3.990, 2.548, 1.950], [1.169, -2.722, 0.097], [0.499, -1.490, 0.601], [0.551, -1.094, 2.037], [1.043, -0.161, -0.229], [0.679, 1.138, 0.229], [0.424, 2.145, -0.927], [-1.263, -1.533, 0.025], [1.563, 1.579, 0.691], [-0.202, 1.140, 0.871], [-0.627, 2.054, -1.202], [0.955, 1.951, -1.860], [0.696, 3.139, -0.570], [-1.177, -1.704, -1.048], [-1.555, -0.499, 0.211], [-1.814, -2.193, 0.695], [3.650, -0.355, 5.797], [3.104, 0.833, 5.203], [3.438, 2.152, 5.776], [3.581, 0.769, 3.621], [3.881, -0.544, 3.086], [4.368, -0.310, 1.696], [1.276, 0.702, 4.923], [2.970, -1.142, 3.074], [4.700, -1.075, 3.572], [4.386, -1.266, 1.174], [5.357, 0.150, 1.689], [3.679, 0.377, 1.204], [0.781, 0.424, 5.853], [1.141, -0.176, 4.291], [0.892, 1.623, 4.483], [-3.344, 0.449, 3.374], [-2.143, -0.109, 3.313], [-1.639, -0.997, 4.262], [-2.518, -1.409, 5.291], [-3.787, -0.850, 5.377], [-4.217, 0.107, 4.420], [-1.486, 0.318, 2.569], [-0.647, -1.423, 4.226], [-2.188, -2.042, 6.102], [-4.473, -1.229, 6.119], [-5.199, 0.557, 4.409], [-1.425, -2.005, -3.699], [-2.739, -2.270, -3.502], [-3.665, -2.162, -4.535], [-3.270, -1.685, -5.790], [-1.946, -1.368, -5.991], [-1.062, -1.536, -4.947], [-3.020, -2.559, -2.501], [-4.732, -2.317, -4.462], [-3.977, -1.367, -6.541], [-1.402, -0.969, -6.834], [-0.053, -1.160, -5.026], [4.284, -4.187, 2.644], [5.603, -4.268, 2.803], [6.489, -4.124, 1.771], [5.954, -3.842, 0.486], [4.570, -3.789, 0.304], [3.736, -4.052, 1.439], [5.942, -4.242, 3.828], [7.544, -4.102, 2.001], [6.690, -3.447, -0.198], [4.147, -3.593, -0.670], [2.666, -4.148, 1.322], [-8.690, 0.763, -0.112], [-9.947, 1.468, -0.529], [-11.223, 0.884, 0.199], [-11.038, 0.695, 1.496], [-12.329, 1.641, 0.122], [-9.812, 2.715, -0.127], [-10.118, 1.503, -1.850], [-7.470, 1.167, -0.799], [-6.232, 0.746, -0.170], [-5.087, 1.334, -0.883], [-5.043, 2.677, -0.763], [-3.888, 0.789, -0.532], [-6.183, 1.111, 1.120], [-6.224, -0.598, -0.270], [-8.821, -0.302, -0.305], [-8.611, 0.866, 0.970], [-11.506, -0.090, -0.200], [-5.134, 1.037, -1.930], [4.957, -0.661, -2.842], [4.131, -0.055, -3.935], [3.542, -1.245, -4.734], [4.343, -2.198, -5.177], [2.503, -1.917, -4.202], [3.228, 0.813, -3.349], [4.888, 0.679, -4.770], [5.570, 0.365, -2.076], [7.021, 0.363, -1.862], [7.296, 1.461, -0.789], [8.598, 1.574, -0.598], [6.788, 2.714, -1.057], [7.524, -0.836, -1.530], [7.575, 0.768, -2.972], [5.714, -1.267, -3.339], [4.234, -1.162, -2.199], [3.047, -0.831, -5.613], [6.866, 1.182, 0.173], [2.006, -6.007, 3.660], [2.664, -7.240, 4.297], [2.589, -7.215, 5.859], [3.082, -6.155, 6.516], [1.345, -7.232, 6.288], [2.210, -8.303, 3.725], [3.911, -7.216, 3.884], [0.632, -5.845, 4.010], [0.003, -4.763, 3.205], [-1.386, -4.424, 3.639], [-1.944, -3.620, 2.796], [-2.193, -5.397, 3.797], [0.746, -3.671, 3.315], [0.015, -5.209, 1.957], [2.150, -6.113, 2.585], [2.430, -5.076, 4.037], [3.080, -8.087, 6.291], [-1.283, -3.945, 4.613], [2.620, 5.433, 1.451], [3.685, 4.368, 1.099], [4.687, 4.272, 2.290], [4.120, 3.940, 3.480], [5.676, 3.385, 2.023], [3.107, 3.247, 0.848], [4.299, 4.823, -0.071], [1.508, 5.389, 0.471], [1.026, 6.578, -0.063], [0.091, 6.455, -1.277], [-0.208, 7.603, -1.865], [0.472, 5.650, -2.205], [0.475, 7.385, 0.917], [2.140, 7.188, -0.501], [3.097, 6.413, 1.446], [2.197, 5.243, 2.438], [5.101, 5.269, 2.439], [-0.823, 6.030, -0.861], [0.636, -5.436, -5.916], [2.033, -5.573, -6.560], [3.064, -6.386, -5.718], [2.634, -7.646, -5.479], [4.348, -6.554, -6.056], [1.875, -6.196, -7.729], [2.607, -4.402, -6.876], [0.774, -5.110, -4.562], [-0.148, -5.522, -3.537], [0.254, -4.943, -2.099], [-0.663, -5.343, -1.226], [1.506, -5.238, -1.744], [-1.335, -5.048, -3.958], [-0.144, -6.897, -3.568], [0.052, -6.354, -5.978], [0.034, -4.671, -6.406], [3.134, -5.858, -4.767], [0.146, -3.859, -2.050]], "smiles": "FC(F)C(F)(F)COC(F)(F)C(F)F.FC(F)C(F)(F)COC(F)(F)C(F)F.FC(F)C(F)(F)COC(F)(F)C(F)F.FC(F)C(F)(F)COC(F)(F)C(F)F.FC(F)C(F)(F)COC(F)(F)C(F)F.CCOS(C)(=O)=O.CCOS(C)(=O)=O.CCOS(C)(=O)=O.CCOS(C)(=O)=O.c1ccncc1.c1ccncc1.c1ccncc1", "orbital_gap_ev": 9.315}

(2)
{"formula": "C52H67N7NaO3PTe2", "method": "ωB97M-V with the def2-TZVPD basis set", "elements": ["Na", "C", "C", "C", "C", "C", "C", "C", "N", "C", "C", "C", "C", "C", "C", "C", "C", "C", "C", "N", "C", "C", "C", "N", "C", "C", "C", "C", "C", "C", "C", "C", "C", "C", "C", "C", "C", "C", "N", "C", "C", "H", "H", "H", "H", "H", "H", "H", "H", "H", "H", "H", "H", "H", "H", "H", "H", "H", "H", "H", "H", "H", "H", "H", "H", "H", "H", "H", "H", "H", "H", "H", "H", "H", "H", "H", "H", "H", "H", "H", "H", "H", "H", "H", "H", "N", "C", "C", "N", "C", "C", "N", "H", "H", "H", "H", "H", "C", "Te", "C", "C", "C", "C", "C", "C", "C", "H", "H", "H", "H", "H", "H", "H", "H", "C", "C", "O", "P", "O", "Te", "O", "C", "C", "H", "H", "H", "H", "H", "H", "H", "H", "H", "H"], "xyz": [[-0.135, 0.144, 0.713], [4.476, -2.321, 4.620], [4.642, -1.596, 3.280], [3.518, -0.655, 2.990], [3.464, 0.686, 3.189], [4.516, 1.582, 3.758], [4.298, 1.890, 5.243], [2.129, 1.114, 2.747], [1.427, 0.058, 2.309], [2.214, -1.035, 2.426], [1.841, -2.331, 2.074], [0.614, -2.782, 1.546], [0.280, -4.180, 1.280], [1.192, -5.343, 1.515], [1.307, -5.728, 2.993], [-0.986, -4.182, 0.780], [-1.412, -2.782, 0.748], [-2.648, -2.302, 0.296], [-3.107, -0.972, 0.277], [-2.419, 0.094, 0.742], [-3.195, 1.181, 0.596], [-2.817, 2.494, 0.951], [-1.614, 2.930, 1.513], [-0.563, 2.135, 1.817], [0.407, 2.909, 2.332], [1.661, 2.439, 2.759], [-0.031, 4.309, 2.354], [-1.292, 4.322, 1.845], [-2.207, 5.491, 1.663], [-3.270, 5.597, 2.761], [0.765, 5.456, 2.893], [0.714, 5.550, 4.420], [-4.471, 0.805, -0.007], [-4.412, -0.541, -0.214], [-5.470, -1.432, -0.790], [-6.361, -2.059, 0.286], [-5.588, 1.735, -0.368], [-5.365, 2.436, -1.710], [-0.411, -1.990, 1.190], [-1.810, -5.360, 0.364], [-2.594, -5.984, 1.521], [5.271, -3.054, 4.779], [3.519, -2.845, 4.657], [4.491, -1.613, 5.452], [4.715, -2.323, 2.468], [5.588, -1.048, 3.274], [4.538, 2.522, 3.197], [5.499, 1.123, 3.621], [3.325, 2.359, 5.401], [5.070, 2.559, 5.635], [4.312, 0.969, 5.829], [2.601, -3.092, 2.218], [2.185, -5.103, 1.123], [0.838, -6.206, 0.943], [1.645, -4.876, 3.586], [2.013, -6.549, 3.142], [0.336, -6.035, 3.389], [-3.340, -3.047, -0.088], [-3.560, 3.265, 0.764], [2.355, 3.186, 3.133], [-2.702, 5.417, 0.689], [-1.622, 6.415, 1.639], [-3.876, 4.691, 2.799], [-3.934, 6.451, 2.599], [-2.797, 5.712, 3.739], [0.400, 6.393, 2.461], [1.808, 5.358, 2.576], [-0.313, 5.704, 4.758], [1.328, 6.373, 4.797], [1.071, 4.623, 4.871], [-5.002, -2.228, -1.376], [-6.090, -0.865, -1.492], [-5.752, -2.600, 1.012], [-7.089, -2.756, -0.139], [-6.906, -1.284, 0.830], [-5.705, 2.491, 0.415], [-6.532, 1.182, -0.402], [-4.436, 3.010, -1.694], [-6.186, 3.114, -1.960], [-5.282, 1.693, -2.508], [-1.163, -6.119, -0.088], [-2.513, -5.057, -0.418], [-1.914, -6.352, 2.292], [-3.216, -6.820, 1.186], [-3.242, -5.238, 1.985], [-2.635, 3.002, -4.014], [-1.684, 2.886, -3.001], [-1.542, 1.689, -2.283], [-0.599, 1.545, -1.381], [0.214, 2.577, -1.174], [0.040, 3.773, -1.838], [-0.913, 3.934, -2.763], [-3.448, 2.418, -3.897], [-2.865, 3.963, -4.214], [-2.224, 0.852, -2.424], [1.002, 2.454, -0.440], [0.664, 4.628, -1.609], [-1.496, -2.896, -3.019], [0.109, -1.818, -2.081], [0.228, -0.915, -4.015], [-0.326, -1.923, -4.988], [-0.018, -1.899, -6.344], [-0.532, -2.858, -7.207], [-1.370, -3.849, -6.716], [-1.693, -3.870, -5.365], [-1.179, -2.917, -4.493], [-2.427, -2.359, -2.822], [-1.593, -3.898, -2.602], [1.259, -0.643, -4.224], [-0.373, -0.001, -4.019], [0.645, -1.128, -6.720], [-0.269, -2.836, -8.259], [-1.766, -4.609, -7.380], [-2.343, -4.646, -4.975], [4.126, -0.996, -5.397], [4.676, -0.805, -4.001], [3.593, -0.474, -3.144], [3.732, -0.481, -1.523], [2.413, -0.013, -1.014], [4.766, -2.498, -0.816], [4.851, 0.664, -1.274], [4.414, 2.025, -1.406], [4.114, 2.607, -0.042], [4.923, -1.303, -6.079], [3.678, -0.077, -5.780], [3.362, -1.774, -5.398], [5.414, 0.005, -3.969], [5.166, -1.715, -3.643], [3.535, 2.080, -2.053], [5.234, 2.556, -1.897], [3.348, 2.015, 0.456], [3.756, 3.637, -0.136], [5.008, 2.605, 0.586]], "charge": -2, "relative_energy_kj_mol": 0.00, "orbital_gap_ev": 4.919}

(3)
{"formula": "C52H72Br12N4O26", "method": "ωB97M-V with the def2-TZVPD basis set", "elements": ["C", "C", "C", "C", "C", "C", "N", "O", "O", "H", "H", "H", "H", "H", "C", "C", "C", "C", "C", "C", "N", "O", "O", "H", "H", "H", "H", "H", "C", "C", "C", "C", "C", "C", "N", "O", "O", "H", "H", "H", "H", "H", "C", "C", "C", "C", "C", "C", "N", "O", "O", "H", "H", "H", "H", "H", "C", "C", "O", "C", "O", "O", "C", "H", "H", "H", "H", "H", "H", "H", "H", "C", "C", "O", "C", "O", "O", "C", "H", "H", "H", "H", "H", "H", "H", "H", "C", "C", "O", "C", "O", "O", "C", "H", "H", "H", "H", "H", "H", "H", "H", "C", "C", "O", "C", "O", "O", "C", "H", "H", "H", "H", "H", "H", "H", "H", "C", "C", "O", "C", "O", "O", "C", "H", "H", "H", "H", "H", "H", "H", "H", "C", "C", "O", "C", "O", "O", "C", "H", "H", "H", "H", "H", "H", "H", "H", "C", "Br", "Br", "Br", "H", "C", "Br", "Br", "Br", "H", "C", "Br", "Br", "Br", "H", "C", "Br", "Br", "Br", "H"], "xyz": [[6.802, -0.214, 3.738], [7.635, 0.472, 2.857], [8.584, -0.266, 2.225], [8.753, -1.616, 2.462], [7.875, -2.311, 3.303], [6.989, -1.577, 4.065], [9.748, -2.379, 1.664], [9.511, -3.511, 1.279], [10.776, -1.837, 1.305], [6.059, 0.265, 4.358], [7.478, 1.494, 2.543], [9.137, 0.221, 1.435], [7.940, -3.386, 3.387], [6.233, -1.950, 4.741], [7.213, 3.718, -10.967], [6.880, 4.972, -10.536], [5.908, 5.043, -9.521], [5.211, 3.955, -9.072], [5.609, 2.677, -9.598], [6.668, 2.546, -10.492], [4.265, 4.056, -7.934], [3.900, 5.150, -7.632], [3.792, 3.012, -7.434], [7.986, 3.634, -11.716], [7.368, 5.877, -10.866], [5.714, 6.043, -9.162], [5.074, 1.805, -9.252], [6.950, 1.609, -10.949], [-4.081, -4.465, -8.740], [-3.775, -3.600, -7.663], [-4.665, -2.588, -7.380], [-5.870, -2.436, -8.083], [-6.128, -3.283, -9.216], [-5.204, -4.303, -9.582], [-6.830, -1.356, -7.739], [-7.783, -1.115, -8.482], [-6.693, -0.841, -6.602], [-3.416, -5.298, -8.910], [-2.851, -3.669, -7.109], [-4.623, -1.939, -6.518], [-7.012, -3.176, -9.827], [-5.395, -4.914, -10.451], [2.206, 4.872, 12.412], [1.011, 4.150, 12.321], [0.977, 3.091, 11.489], [2.124, 2.688, 10.748], [3.343, 3.299, 11.020], [3.394, 4.430, 11.817], [2.036, 1.503, 9.828], [0.936, 1.059, 9.481], [3.052, 1.018, 9.336], [2.293, 5.830, 12.902], [0.114, 4.506, 12.806], [-0.013, 2.687, 11.339], [4.250, 2.846, 10.647], [4.350, 4.926, 11.882], [-10.373, -0.590, -3.422], [-9.500, -1.739, -2.928], [-8.602, -1.162, -1.953], [-7.470, -1.826, -1.701], [-7.175, -2.985, -2.096], [-6.678, -1.070, -0.967], [-5.293, -1.295, -0.866], [-10.957, -0.116, -2.633], [-11.033, -0.857, -4.248], [-9.726, 0.236, -3.718], [-8.873, -2.174, -3.705], [-10.086, -2.488, -2.395], [-5.004, -2.175, -0.292], [-4.913, -0.546, -0.171], [-4.838, -1.392, -1.852], [6.604, -8.914, -1.840], [7.253, -7.559, -1.368], [6.311, -6.816, -0.574], [5.957, -7.189, 0.675], [6.526, -8.068, 1.287], [4.930, -6.401, 0.996], [4.030, -6.782, 1.991], [6.400, -9.639, -1.052], [7.213, -9.313, -2.652], [5.738, -8.514, -2.367], [7.575, -6.884, -2.161], [8.130, -7.817, -0.774], [4.388, -6.744, 3.020], [3.809, -7.845, 1.898], [3.123, -6.195, 1.849], [-0.675, 1.528, -2.064], [0.441, 1.410, -0.934], [-0.057, 0.452, -0.016], [0.537, 0.289, 1.175], [1.526, 0.823, 1.581], [-0.230, -0.573, 1.915], [0.100, -0.921, 3.236], [-1.535, 2.099, -1.713], [-1.089, 0.586, -2.423], [-0.169, 2.038, -2.884], [0.468, 2.421, -0.529], [1.447, 1.177, -1.284], [0.016, -2.003, 3.338], [-0.667, -0.541, 3.910], [1.080, -0.542, 3.524], [0.994, 5.112, 6.457], [1.984, 4.329, 5.512], [3.259, 4.161, 6.085], [4.409, 4.951, 5.781], [4.473, 5.867, 4.945], [5.395, 4.608, 6.555], [6.694, 4.998, 6.127], [1.181, 6.176, 6.599], [1.062, 4.617, 7.425], [0.008, 5.037, 5.997], [2.142, 4.783, 4.534], [1.582, 3.341, 5.288], [6.960, 4.386, 5.265], [7.453, 4.717, 6.857], [6.752, 6.073, 5.955], [-10.611, -4.613, 5.662], [-10.196, -4.700, 4.148], [-8.818, -4.931, 4.086], [-7.981, -3.919, 4.203], [-8.294, -2.709, 4.358], [-6.704, -4.436, 4.131], [-5.537, -3.633, 4.288], [-10.314, -5.521, 6.185], [-11.698, -4.536, 5.687], [-10.200, -3.737, 6.165], [-10.540, -3.859, 3.546], [-10.608, -5.572, 3.639], [-5.540, -2.894, 3.486], [-4.700, -4.257, 3.975], [-5.335, -3.120, 5.228], [-5.780, 3.436, -3.911], [-5.481, 3.921, -5.338], [-4.392, 3.243, -5.861], [-3.846, 3.417, -6.995], [-4.346, 4.119, -7.860], [-2.748, 2.625, -7.013], [-2.018, 2.496, -8.220], [-6.673, 3.878, -3.470], [-5.043, 3.561, -3.117], [-5.846, 2.349, -3.967], [-5.288, 4.994, -5.335], [-6.376, 3.874, -5.958], [-2.644, 1.930, -8.909], [-1.048, 2.022, -8.073], [-1.791, 3.439, -8.718], [-2.496, 7.575, -2.457], [-2.471, 6.399, -0.890], [-1.388, 6.679, -3.763], [-2.095, 9.401, -1.886], [-3.501, 7.566, -2.879], [-1.449, -6.126, 10.046], [-3.340, -6.823, 9.639], [-1.557, -4.689, 11.472], [-0.488, -5.366, 8.408], [-0.796, -6.903, 10.442], [3.659, 6.479, -1.768], [4.133, 8.195, -2.754], [2.846, 6.877, -0.048], [5.154, 5.119, -1.631], [2.841, 5.969, -2.277], [3.429, -3.192, -2.844], [1.775, -3.932, -2.018], [4.221, -1.954, -1.471], [2.986, -2.098, -4.436], [4.121, -4.001, -3.081]], "orbital_gap_ev": 9.123}

no.,total energy (Ha),HOMO (eV)
1,-9052.1420,-9.40
2,-3670.6560,-1.26
3,-35087.4951,-9.96